Entry 1:
Formula: C35H33N3O4PPdS2Se
Source: OMol25
Level of theory: ωB97M-V with the def2-TZVPD basis set

Cartesian coordinates (Å):
1 H 0.395 -4.991 -0.748
2 H -2.716 5.482 0.529
3 C -3.486 -1.347 1.001
4 N 2.863 -1.002 -2.755
5 C -4.462 -0.849 3.525
6 H 3.633 -0.234 2.199
7 C 5.169 0.701 -0.381
8 C -1.720 3.667 1.137
9 O 0.457 -0.662 1.419
10 C 1.857 -0.309 -4.746
11 H -1.012 2.781 4.309
12 H 6.963 1.852 -0.584
13 C 4.582 -0.555 -0.508
14 O 1.428 -0.948 3.401
15 C 2.744 -0.077 1.592
16 C 1.200 -4.502 -0.215
17 H -5.356 0.208 -0.227
18 H 4.051 -2.742 1.710
19 C -2.635 -0.816 1.954
20 C -3.921 1.805 -0.067
21 H 4.890 -2.613 -1.055
22 S -1.456 3.060 -0.529
23 H -2.886 0.252 -2.029
24 C -3.137 -0.570 3.225
25 C -5.289 -1.431 2.571
26 C -1.219 2.909 2.182
27 P 2.833 -0.771 -0.100
28 H 0.733 0.351 -6.490
29 O -1.451 -1.377 -0.740
30 H -6.311 -1.686 2.817
31 H -1.110 0.762 -2.617
32 H -4.282 -0.760 -2.388
33 H 4.582 1.549 -0.045
34 H -2.205 4.903 4.736
35 C -2.541 5.316 2.659
36 N 2.982 -0.683 -5.326
37 C -4.658 0.738 -0.875
38 C 2.923 -4.544 1.464
39 C 6.512 0.874 -0.681
40 H -3.642 3.815 -0.906
41 C 1.483 -0.624 2.241
42 C 3.263 -3.237 1.153
43 O -0.860 1.696 -0.337
44 H -3.206 1.331 0.607
45 N 0.719 -0.074 -2.570
46 H 2.578 1.000 1.490
47 C -0.286 0.428 -3.230
48 H -1.597 -0.625 1.718
49 H 1.094 -2.725 -1.399
50 H 7.281 -2.302 -1.567
51 H -1.225 1.027 -5.078
52 C 1.883 -5.170 0.791
53 H -3.191 2.528 -2.013
54 C -0.334 0.594 -4.647
55 C -4.798 -1.696 1.303
56 H -4.851 -0.633 4.511
57 H 3.461 -5.068 2.243
58 H -3.052 6.251 2.847
59 C 0.721 0.234 -5.415
60 C -1.397 3.364 3.483
61 H -5.426 -2.179 0.562
62 H -5.270 1.224 -1.642
63 C -2.061 4.557 3.721
64 C 2.575 -2.557 0.150
65 C -3.199 2.819 -0.959
66 C 6.688 -1.458 -1.241
67 H -2.481 -0.162 3.983
68 H 8.326 -0.074 -1.318
69 Pd 0.621 -0.361 -0.521
70 C 5.342 -1.633 -0.956
71 Se 4.045 -1.279 -4.043
72 H -0.707 1.978 1.974
73 C 7.273 -0.205 -1.105
74 H -4.639 2.332 0.561
75 C 1.556 -3.204 -0.546
76 C -2.364 4.878 1.357
77 C -3.747 -0.250 -1.587
78 S -2.934 -1.626 -0.668
79 H 1.608 -6.184 1.050
80 C 1.807 -0.474 -3.318

Calculated values
- Spin multiplicity: 1
- Kohn-Sham gap (spin up / spin down): 6.904 / 6.904 eV
- Total charge: +1
- Molar mass: 840.2 g mol⁻¹
- Energy relative to the best compared isomer or geometry (same formula, charge and spin): 0.058 eV

Here are the Mulliken charges for atoms 1 to 8, given in e: number 1, H, carries 0.474; number 2, H, carries 0.397; number 3, C, carries 0.419; number 4, N, carries -0.093; number 5, C, carries -0.711; number 6, H, carries 0.399; number 7, C, carries -0.668; number 8, C, carries 0.546

=====

Entry 2:
Formula: C35H33N5PSTm
Source: OMol25
Level of theory: ωB97M-V with the def2-TZVPD basis set

Cartesian coordinates (Å):
1 C -3.711 -11.979 10.263
2 H -2.067 -18.892 10.829
3 C -4.138 -22.439 14.432
4 H -1.839 -17.863 13.122
5 H 1.876 -11.472 9.828
6 H -4.245 -15.762 8.683
7 C -3.590 -11.184 11.403
8 H -2.692 -11.085 13.336
9 C -3.624 -17.672 14.380
10 N -2.575 -13.721 11.365
11 C -4.212 -16.933 15.442
12 C -4.990 -21.345 12.334
13 C -4.209 -16.593 9.400
14 H -3.889 -15.947 15.621
15 H -4.337 -11.655 9.429
16 C -6.482 -23.644 11.801
17 H -6.571 -19.105 16.506
18 N -2.863 -11.667 12.488
19 H -7.381 -18.852 10.957
20 C 1.279 -14.170 12.464
21 C 0.697 -13.115 10.518
22 C 2.442 -13.396 12.654
23 H -4.029 -10.144 11.512
24 Tm -1.278 -15.294 12.193
25 P -3.866 -19.909 12.578
26 H 1.328 -20.278 11.844
27 C -5.424 -16.970 10.046
28 C 1.214 -16.572 12.977
29 H -3.177 -13.899 9.385
30 C -5.710 -21.421 11.073
31 C 2.677 -12.417 11.673
32 H -1.693 -16.624 14.530
33 H -4.277 -23.474 14.838
34 H 2.685 -17.148 14.494
35 C 2.058 -18.770 13.285
36 C 0.603 -18.283 11.455
37 H 0.129 -18.461 10.484
38 C -5.850 -23.541 13.029
39 H -7.191 -17.471 11.951
40 C -5.056 -22.362 13.251
41 C -3.018 -17.254 9.707
42 C 1.302 -19.212 12.147
43 C -4.206 -18.753 11.212
44 C -5.442 -19.245 14.734
45 H 2.695 -19.544 13.790
46 H -2.104 -16.925 9.237
47 C -3.044 -18.326 10.583
48 H -5.526 -16.675 17.081
49 C 2.032 -17.476 13.704
50 H 1.466 -15.020 14.305
51 H -5.617 -20.615 10.386
52 C -2.460 -12.991 12.526
53 C -6.392 -22.600 10.800
54 H 3.514 -11.718 11.735
55 H -4.370 -21.739 15.227
56 N 0.407 -16.974 11.983
57 C 1.742 -12.221 10.617
58 S -1.969 -13.703 14.035
59 H 0.034 -13.171 9.677
60 C -5.811 -18.605 15.923
61 C -2.322 -17.270 13.887
62 H 3.213 -13.579 13.420
63 C -4.381 -18.830 13.966
64 C -6.646 -18.364 11.664
65 H -6.531 -18.945 12.573
66 C -5.436 -18.018 10.963
67 H -6.844 -22.729 9.822
68 H -6.429 -16.540 9.795
69 N 1.028 -15.221 13.421
70 C -5.245 -17.396 16.227
71 N 0.463 -14.079 11.431
72 H -6.111 -19.980 14.300
73 C -3.110 -13.219 10.249
74 H -7.109 -24.519 11.570
75 H -5.931 -24.240 13.861
76 H -3.096 -22.284 14.091

Calculated values
- Spin multiplicity: 3
- Kohn-Sham gap (spin up / spin down): 5.263 / 4.570 eV
- Total charge: +2
- <S²>: 2.153
- Molar mass: 755.7 g mol⁻¹

Here are the Mulliken charges for atoms 1 to 8, given in e: number 1, C, carries -0.963; number 2, H, carries 0.212; number 3, C, carries -1.325; number 4, H, carries 0.448; number 5, H, carries 0.420; number 6, H, carries 0.692; number 7, C, carries -0.150; number 8, H, carries 0.311

=====

Entry 3:
Formula: C35H34AgN3OPSi
Source: OMol25
Level of theory: ωB97M-V with the def2-TZVPD basis set

Cartesian coordinates (Å):
1 H -1.931 3.503 -0.921
2 C -3.660 -0.040 -2.937
3 H -3.781 -0.599 -6.273
4 H 1.848 3.692 0.920
5 C -1.906 -4.161 0.335
6 C 0.231 1.110 4.127
7 C 2.671 -1.226 3.111
8 P 0.328 -0.411 1.796
9 H -3.701 -3.184 1.117
10 H 6.190 -1.335 -0.191
11 C 0.496 -2.097 -0.945
12 C 4.853 -1.457 2.124
13 O 0.762 2.012 -1.575
14 C -3.377 -0.368 -5.294
15 H -0.258 4.392 -3.414
16 C -0.710 0.458 6.242
17 C -0.710 -1.081 4.384
18 C 1.916 4.182 -0.059
19 C 4.305 -1.179 0.847
20 C -3.916 0.316 -0.578
21 H -2.409 -1.284 2.051
22 H -1.530 -1.523 6.319
23 Si 0.553 3.545 -1.199
24 C -4.475 0.062 -1.787
25 H 0.013 -3.402 -2.255
26 C 3.188 -0.790 -1.679
27 H -5.270 -0.489 -4.310
28 H 1.883 5.267 0.097
29 C -2.517 0.402 -0.489
30 H -2.441 -5.065 0.055
31 H 1.221 -3.093 0.774
32 H -4.515 0.408 0.318
33 H 0.351 0.723 -4.741
34 H 4.473 -1.734 4.196
35 C -0.073 -0.139 3.581
36 N 0.359 -2.453 -2.123
37 H 2.058 -1.246 4.003
38 H 1.509 4.476 -3.297
39 C 4.054 -1.499 3.224
40 C -2.263 0.151 -2.774
41 C -0.508 -1.952 1.366
42 C 2.095 -0.927 1.903
43 H 0.714 1.855 3.499
44 H -1.249 4.939 -0.126
45 H -0.945 -2.053 3.964
46 C -2.009 -0.077 -5.170
47 H 5.919 -1.650 2.203
48 H -0.040 -4.953 -0.307
49 H 0.508 5.703 -2.493
50 H -1.110 3.342 0.640
51 H 0.170 1.265 -3.134
52 C 2.371 -0.754 -0.586
53 C -2.634 -3.103 0.946
54 C 0.575 4.636 -2.743
55 C 4.578 -0.970 -1.542
56 H 0.178 2.377 5.862
57 H -1.384 -0.057 -6.057
58 C -1.029 -0.783 5.706
59 N -0.109 0.583 -3.858
60 C -1.088 3.871 -0.322
61 C 2.908 -0.938 0.719
62 H 2.894 3.926 -0.487
63 C -1.433 0.230 -3.951
64 Ag 0.478 -0.068 -0.976
65 C 0.227 -2.850 0.390
66 H -5.547 -0.054 -1.892
67 C -0.071 1.405 5.449
68 C -4.204 -0.319 -4.210
69 C -0.565 -4.110 0.135
70 C 5.125 -1.168 -0.307
71 N -1.720 0.300 -1.522
72 C -1.891 -2.048 1.469
73 H 5.208 -0.966 -2.424
74 H -0.962 0.689 7.271
75 H -2.034 0.531 0.472
76 H 2.763 -0.694 -2.670

Calculated values
- Spin multiplicity: 1
- Kohn-Sham gap: 5.257 eV
- Total charge: -1
- Molar mass: 679.6 g mol⁻¹

Here are the Mulliken charges for atoms 1 to 8, given in e: number 1, H, carries 0.222; number 2, C, carries 0.941; number 3, H, carries 0.358; number 4, H, carries 0.147; number 5, C, carries -0.302; number 6, C, carries -0.142; number 7, C, carries -0.846; number 8, P, carries 1.637